Arrangement w

Molecular formula: C3H8N
Method: DFT, the ωB97M-V functional and the def2-TZVPD basis

Its molar mass is 58.104 g mol⁻¹. For the LUMO energy (spin up / spin down), the calculation gives -4.9 / -5.8 eV. The calculation puts the HOMO-LUMO gap (spin up / spin down) at 0.3626 / 0.3517 Eh. Its charge is +1.

Positions of all 12 atoms, in Å:
C -0.0283 1.3615 0.3254
C 0.4825 0.1935 1.1443
C 0.4316 0.0959 -0.3261
N -0.5503 -0.8311 -1.0366
H -1.0769 1.6231 0.4160
H 0.5114 2.2916 0.1695
H 1.3154 0.0211 1.8431
H -0.3293 -0.3950 1.6352
H 2.3162 -0.3644 -1.7153
H 0.0337 -1.1532 -1.7743
H -1.3301 -0.3922 -1.3248
H -0.7717 -1.6192 -0.3876

natural (NBO) atomic charge list, values in e, 8 entries: number 1, C, carries -0.463; number 2, C, carries -0.476; number 3, C, carries 0.188; number 4, N, carries -0.702; number 5, H, carries 0.244; number 6, H, carries 0.275; number 7, H, carries 0.289; number 8, H, carries 0.227

Arrangement x

Molecular formula: C3H8N
Method: DFT, the ωB97M-V functional and the def2-TZVPD basis

Its SMILES is C=[NH+]CC. Its molar mass is 58.104 g mol⁻¹. For the LUMO energy, the calculation gives -5.3 eV. The calculation puts the HOMO-LUMO gap at 0.4375 Eh. Its charge is +1.

Positions of all 12 atoms, in Å:
C 0.1465 1.7628 -0.3361
N -0.4122 0.6214 -0.3537
C 0.3110 -0.7279 -0.3430
C -0.0337 -1.4662 0.9244
H -0.4655 2.5933 -0.0047
H 1.1669 1.9047 -0.6700
H -1.4037 0.5835 -0.1420
H 0.0503 -1.1931 -1.2820
H 1.3354 -0.3647 -0.4216
H -0.7447 -2.2674 0.7107
H -0.5986 -0.9581 1.7124
H 0.8860 -1.8363 1.3658

natural (NBO) atomic charge list, values in e, 8 entries: number 1, C, carries 0.128; number 2, N, carries -0.373; number 3, C, carries -0.204; number 4, C, carries -0.665; number 5, H, carries 0.234; number 6, H, carries 0.233; number 7, H, carries 0.433; number 8, H, carries 0.243

How do the structures above rank in stability at the extremes? arrangement x comes first and arrangement w comes last.